1.
Below is a 2-piece molecular cluster, C6H13NO overall at a distorted geometry, with properties calculated with ωB97M-V/def2-TZVPD.

Computed properties:
SMILES string: C=CC/C(C)=C/N.O
Net charge: 0
E_LUMO (eV): 0.72
E_HOMO (eV): -8.012
Total energy (Eh): -366.3622
Gap between HOMO and LUMO (eV): 8.7

Structure (XYZ):
```
21
C6H13NO ωB97M-V/def2-TZVPD
C 0.35 -2.81 1.69
C 0.68 -1.53 1.82
C -0.32 -0.44 1.50
C 0.07 0.41 0.32
C -0.48 1.81 0.38
C 0.93 0.03 -0.61
N 1.51 0.80 -1.62
H 1.07 -3.60 1.82
H -0.64 -3.05 1.35
H 1.61 -1.14 2.22
H -1.31 -0.88 1.41
H -0.41 0.25 2.34
H -0.01 2.39 1.18
H -0.38 2.45 -0.50
H -1.57 1.76 0.50
H 1.31 -1.00 -0.62
H 1.10 1.72 -1.71
H 1.48 0.38 -2.54
O -2.02 1.06 -2.58
H -2.24 0.27 -2.05
H -2.31 1.77 -2.00
```

***

2.
Below is C3H4Cl2INO as an isolated structure at a distorted geometry, with properties calculated with ωB97M-V/def2-TZVPD.

Computed properties:
Net charge: 0
E_LUMO (eV): -0.22
E_HOMO (eV): -7.655
Total energy (Eh): -1464.5871
Gap between HOMO and LUMO (eV): 7.4

Structure (XYZ):
```
12
C3H4Cl2INO ωB97M-V/def2-TZVPD
C 1.09 0.82 0.73
C 1.96 -1.22 -0.17
C -2.13 0.57 -0.87
N 0.29 1.56 1.15
O 1.80 0.22 -0.10
Cl -2.51 1.80 0.71
Cl -3.48 0.63 -1.91
I -2.02 -1.44 0.05
H 1.15 -1.60 0.35
H 2.82 -1.53 0.55
H 2.04 -1.51 -1.28
H -1.01 1.69 0.79
```

***

3.
Below is C15H24CrF4N2O3P as an isolated structure, with properties calculated with ωB97M-V/def2-TZVPD.

Computed properties:
Multiplicity: 5
Net charge: +1
E_LUMO (spin up / spin down) (eV): -2.49 / -2.93
E_HOMO (spin up / spin down) (eV): -10.580 / -10.962
Total energy (Eh): -2706.3045
Gap between HOMO and LUMO (spin up / spin down) (eV): 8.1 / 8.0

Structure (XYZ):
```
50
C15H24CrF4N2O3P ωB97M-V/def2-TZVPD
Cr 0.23 -0.25 0.01
C 2.08 2.16 1.44
C 1.54 2.47 0.05
N 1.38 1.28 -0.83
C 0.85 1.70 -2.16
C -0.64 2.00 -2.17
C 2.73 0.66 -1.08
C 2.61 -0.75 -1.63
N 1.49 -1.36 -0.91
C 1.15 -2.69 -1.02
C 0.10 -3.13 -0.22
F -0.46 -2.14 0.60
C -0.40 -4.41 -0.19
F -1.42 -4.69 0.63
C 0.16 -5.37 -1.00
C 1.21 -4.98 -1.81
F 1.78 -5.87 -2.62
C 1.70 -3.68 -1.83
F 2.71 -3.38 -2.66
H 1.88 3.01 2.09
H 3.15 2.00 1.44
H 1.59 1.30 1.88
H 2.19 3.19 -0.46
H 0.55 2.93 0.15
H 1.06 0.90 -2.87
H 1.41 2.58 -2.48
H -1.23 1.09 -2.04
H -0.91 2.43 -3.14
H -0.92 2.72 -1.41
H 3.26 0.61 -0.13
H 3.30 1.30 -1.75
H 3.54 -1.28 -1.44
H 2.46 -0.76 -2.71
H -0.20 -6.39 -1.01
C -3.40 2.30 0.20
O -3.04 1.20 1.05
P -1.56 0.72 1.37
O -1.89 -0.39 2.47
C -2.92 -1.39 2.29
O -0.90 1.88 2.23
C -1.46 2.31 3.50
H -4.44 2.52 0.39
H -3.27 2.04 -0.85
H -2.80 3.19 0.44
H -2.65 -2.22 2.92
H -2.98 -1.72 1.25
H -3.88 -0.97 2.59
H -1.01 3.27 3.73
H -1.21 1.59 4.27
H -2.54 2.42 3.43
```

***

Q: Which value of total energy does entry 2 give?
A: -1464.5871 Eh

***

Q: net charge of number 2 (C3H4Cl2INO)?
A: 0

***

Q: Which value of net charge does entry 3 give?
A: +1

***

Q: Number 2 is which compound?
A: C3H4Cl2INO